# 1
108
Properties=species:S:1:pos:R:3:forces:R:3:mulliken_charge:R:1 method="wB97M-V/def2-TZVPD" lumo_energy_ev=0.221 total_energy_ev=-78534.1968 e_homo_ev=-3.50 homo_lumo_gap_ev=3.72 charge=-1
N 10.601 -13.183 -19.114 0.5 1.3 -0.1 -0.4510
H 3.845 -17.199 -9.639 0.4 -0.4 0.0 0.2092
O 7.988 -28.877 -18.891 -0.1 -0.2 -0.2 -0.6409
H 7.582 -14.806 -13.995 0.4 -0.7 -0.8 0.1411
O 12.535 -25.907 -18.031 0.3 0.0 -0.2 -0.6605
N 2.625 -29.705 -16.283 -1.8 2.1 -0.6 -0.4019
H 9.536 -24.072 -23.443 0.3 -0.2 -0.2 0.1891
O 2.908 -19.260 -8.403 0.5 0.2 -2.2 -0.6575
H 2.372 -27.065 -13.858 0.2 -0.1 -0.2 0.3066
C 5.236 -22.276 -15.321 0.7 4.2 0.4 -0.8404
H 8.065 -27.942 -18.700 0.0 0.4 0.1 0.3316
O 6.492 -19.354 -17.175 -0.3 2.0 0.1 -0.7449
N 5.544 -26.156 -22.993 3.4 -5.8 -0.5 -0.4132
H 1.937 -11.848 -17.832 0.4 0.5 0.1 0.3889
H 5.902 -26.405 -22.082 -0.1 -0.2 -0.4 0.2229
C 6.419 -20.521 -16.802 0.5 -2.1 -1.0 0.5179
O 1.270 -18.226 -17.964 0.4 0.4 0.3 -0.6304
H 3.601 -19.938 -11.421 -0.5 -0.3 0.0 0.1713
H 3.289 -29.025 -16.622 -0.9 0.2 -0.1 0.1806
H 10.256 -12.335 -19.542 0.8 0.1 0.0 0.2476
H 10.245 -22.038 -22.289 0.2 -0.2 -0.1 0.1597
H 3.792 -10.625 -16.755 0.0 0.3 0.1 0.3770
H 5.225 -13.487 -17.460 0.3 -0.3 -0.1 0.3134
C 0.215 -22.666 -19.890 1.2 0.4 0.3 -1.2235
H 10.728 -24.693 -24.585 -0.6 0.0 0.1 0.2133
N 4.407 -30.784 -15.726 4.0 -0.7 0.7 -0.3995
H 5.042 -11.236 -17.723 0.4 -0.5 -0.1 0.4188
H 5.111 -11.317 -15.906 0.4 -0.3 -0.2 0.3545
Li 3.911 -17.161 -16.576 0.5 -1.0 0.0 0.8726
C 3.692 -12.666 -16.762 -0.8 1.1 0.1 0.5293
H 4.935 -29.929 -15.831 0.0 -0.4 0.1 0.1765
H 1.038 -22.760 -16.788 0.0 0.3 0.4 0.3197
H 11.006 -15.392 -18.234 -0.4 -0.3 -0.2 0.2124
N 11.009 -22.089 -22.948 -1.7 4.0 4.4 -0.3707
H 4.862 -31.619 -15.387 0.1 0.4 -0.1 0.2061
N 3.956 -16.851 -24.046 -2.1 3.9 -4.6 -0.3939
H 9.342 -26.378 -15.703 -0.3 0.3 -0.2 0.3466
H 0.826 -24.899 -17.210 0.5 0.3 0.1 0.3983
N 10.119 -15.266 -18.700 -0.1 -3.5 0.6 -0.4108
H 0.621 -18.200 -18.667 -0.1 0.1 -0.2 0.2876
O 1.891 -26.653 -13.141 -0.3 -0.1 0.1 -0.6434
H 3.276 -12.615 -15.756 -0.6 -0.7 0.0 0.2236
H 4.281 -23.524 -22.235 0.5 0.1 0.3 0.2301
N 3.719 -18.034 -10.194 1.3 2.4 -0.1 -0.4214
O 0.597 -22.348 -17.534 -0.3 1.4 0.7 -0.5567
O 8.425 -13.852 -19.123 0.9 -0.2 -0.1 -0.6764
C 2.670 -12.653 -17.870 -1.3 -0.6 0.0 -1.2413
H 2.011 -13.518 -17.795 0.2 -0.4 -0.1 0.3111
H 12.240 -26.406 -17.269 -0.1 -0.1 0.3 0.3305
N 8.145 -15.517 -13.551 0.6 0.2 -7.3 -0.3508
H 2.575 -20.868 -10.341 0.5 0.0 -0.1 0.1970
H 8.586 -16.317 -13.982 -0.4 0.4 -0.5 0.2212
C 6.906 -22.874 -17.177 2.7 -2.3 -2.5 0.4250
H 2.048 -23.078 -18.728 0.1 -0.2 -0.5 0.2553
O 7.630 -23.714 -17.880 -2.2 0.0 2.2 -0.8377
N 10.442 -24.024 -23.885 -1.8 -2.8 -0.9 -0.3762
H -0.874 -22.645 -19.890 0.0 -0.5 0.5 0.3393
C 4.721 -25.201 -23.145 -0.7 3.0 -0.8 0.6248
H 11.761 -21.423 -22.843 -0.4 -0.1 -0.1 0.2027
H 0.569 -23.236 -20.750 -0.1 -0.1 0.0 0.3551
O 8.514 -16.393 -11.623 2.1 -3.4 2.6 -0.6470
H 2.466 -25.949 -12.840 0.2 0.2 0.0 0.3335
C 8.165 -15.491 -12.304 -0.8 -0.9 3.6 0.7001
H 9.882 -26.516 -14.295 0.0 0.1 0.2 0.3082
C 9.636 -14.094 -18.989 -2.5 2.0 -0.2 0.6282
H 4.426 -18.279 -10.872 0.1 0.9 -0.1 0.2157
H 7.412 -13.627 -12.312 -0.2 0.0 0.7 0.1654
H 4.391 -15.972 -23.805 -0.4 -0.3 -0.7 0.1710
H 0.518 -21.632 -20.056 0.1 0.1 -0.2 0.2779
H 3.610 -17.092 -24.963 0.0 0.9 -0.1 0.2341
C 4.502 -11.451 -16.800 0.0 2.8 0.2 -1.4702
O 4.078 -24.971 -24.126 -2.2 -0.2 -2.3 -0.6602
H 1.275 -19.138 -17.675 0.0 -0.5 0.1 0.3549
H -0.529 -24.807 -18.237 -0.2 0.7 -0.3 0.3177
H 5.208 -18.217 -21.644 -0.1 0.1 -0.2 0.1987
C 4.158 -17.895 -23.343 0.6 -3.2 0.7 0.6776
H 8.291 -29.311 -18.093 0.1 -0.1 0.2 0.3083
C 5.429 -20.879 -15.603 0.4 -2.8 -2.0 0.4961
H 3.142 -12.678 -18.852 0.1 0.1 0.0 0.2884
N 4.861 -24.348 -22.162 -0.6 2.8 2.9 -0.3986
H 11.505 -13.614 -19.249 0.1 1.1 -0.5 0.2134
H 7.330 -14.568 -10.796 0.1 0.5 -0.3 0.2119
C 0.965 -23.139 -18.618 -1.9 -1.9 -0.1 0.5053
O 3.811 -19.020 -23.640 -0.5 -0.8 0.0 -0.6531
C 3.095 -30.822 -15.761 0.8 1.1 -1.1 0.6734
H 5.770 -24.341 -21.722 -0.5 0.6 0.4 0.1819
C 11.174 -22.943 -23.890 1.5 0.0 0.0 0.6567
C 0.538 -24.588 -18.214 0.5 -0.4 -1.0 -1.3328
O 4.703 -19.981 -15.211 -1.2 2.4 1.3 -0.7158
O 12.135 -22.742 -24.574 2.5 -0.7 -3.2 -0.6768
H 5.532 -26.825 -23.750 0.3 -0.2 0.4 0.2171
H 4.585 -22.533 -14.498 -0.2 -0.2 -0.1 0.3788
C 7.106 -21.575 -17.547 -2.0 2.9 2.4 -0.6069
C 3.263 -19.147 -9.601 -1.7 0.7 3.7 0.6010
H 9.382 -15.957 -18.722 0.6 -0.5 0.6 0.2381
N 4.879 -17.539 -22.317 2.5 -0.1 4.5 -0.3538
O 2.463 -31.775 -15.478 -2.5 -3.1 1.3 -0.6259
H 0.986 -25.291 -18.916 0.1 -0.2 0.0 0.3393
O 4.524 -13.752 -16.860 0.9 -2.3 0.1 -0.4874
O 9.958 -26.886 -15.175 0.3 -0.3 -0.1 -0.6562
N 7.551 -14.473 -11.777 -1.9 3.9 2.0 -0.4391
H 7.752 -21.275 -18.358 0.0 -0.2 0.0 0.4083
H 1.618 -29.629 -16.293 0.4 0.5 -0.3 0.1953
H 5.202 -16.586 -22.230 0.0 -0.6 0.3 0.1226
O 5.576 -24.409 -15.776 0.8 -1.3 -0.8 -0.7805
C 5.897 -23.241 -16.040 0.0 -1.6 -0.2 0.4066
H 11.736 -25.521 -18.389 -0.2 0.2 -0.1 0.3261
N 3.098 -20.029 -10.550 -0.7 -3.6 -1.4 -0.3128

# 2
92
Properties=species:S:1:pos:R:3:forces:R:3:mulliken_charge:R:1 method="wB97M-V/def2-TZVPD" lumo_energy_ev=0.273 smiles="COC[C@H](C)N.COC[C@H](C)N.COC[C@H](C)N.COC[C@H](C)N.NC(N)=O.NC(N)=O.NC(N)=O" total_energy_ev=-49841.2988 e_above_lowest_kj_mol=508.8 e_homo_ev=-8.82 homo_lumo_gap_ev=9.09
H 1.661 -5.115 3.852 0.1 0.2 0.6 0.2493
H -8.020 -0.860 -4.017 0.4 0.0 0.0 0.3553
H 5.395 -0.760 -2.715 0.0 -0.1 -0.2 0.4071
C 5.892 1.687 3.436 0.8 -2.0 -1.3 0.6490
N 2.264 8.128 -0.989 6.3 1.4 1.5 -0.3908
H -1.185 -5.843 3.451 -0.5 -0.3 0.3 0.2712
C 6.109 0.132 3.241 -0.9 0.1 0.5 -1.4798
H -8.436 6.273 -2.352 0.3 -0.9 -0.4 0.1515
N -1.520 2.819 -0.364 -2.6 4.3 -2.3 -0.3349
H 3.859 5.008 5.507 0.5 -0.1 -0.2 0.2672
H -4.222 -4.917 -2.281 0.0 -0.3 0.5 0.2715
H 2.990 7.634 -1.487 0.5 0.6 0.5 0.2315
H -3.753 -3.714 -1.002 0.0 -0.1 0.1 0.3009
C 0.045 -3.766 4.570 1.9 -0.2 -0.4 -1.3189
N 3.010 -0.407 -3.683 -1.1 1.5 -0.3 -0.6195
N 0.783 -4.136 2.301 -0.5 0.5 0.3 -0.5645
C 2.989 -2.650 -4.467 -1.1 -0.2 -0.8 -0.6727
H 6.369 -0.349 4.184 0.1 0.2 0.2 0.3639
H -7.560 -1.376 -1.549 -0.1 0.3 0.0 0.3224
H 3.150 -3.866 -6.957 0.5 0.5 -0.7 0.2798
H -8.371 -2.528 -3.655 -0.2 -0.1 0.6 0.3674
H 4.501 -4.920 -6.578 -0.4 -0.4 1.0 0.2498
H 0.734 1.262 1.114 -0.1 0.2 -0.5 0.2023
O 0.926 6.974 -2.182 -1.4 -5.3 -5.0 -0.6033
H -2.985 -3.752 -2.619 -0.2 0.5 0.0 0.2320
H 2.290 -2.299 -5.226 -0.7 0.4 0.3 0.3699
H -0.781 8.157 -0.876 0.2 0.2 -0.2 0.2104
H 5.670 -2.383 -3.439 0.3 -0.1 0.5 0.2922
H -6.882 -2.243 -4.385 0.2 0.6 -0.3 0.2854
H -7.598 8.347 0.064 0.5 -0.2 -0.6 0.2053
H 0.056 -3.436 2.268 0.0 0.0 -0.7 0.2172
H -5.463 -0.307 -1.555 -0.3 0.2 0.5 0.2682
H 4.394 -1.182 -5.030 -0.1 0.3 -0.3 0.1817
H 3.513 0.290 -3.153 0.3 0.0 -0.3 0.2197
O 3.461 -3.861 -4.971 2.2 -2.0 -0.1 -0.3759
H 4.845 -3.251 -6.417 -0.4 0.4 -0.5 0.2773
H -1.763 -7.889 4.895 -0.1 0.2 0.2 0.3026
C -0.737 -8.160 4.646 -0.8 0.0 -1.0 -0.7416
H 2.203 -0.599 -3.107 -0.1 -0.8 -0.2 0.2365
H 5.227 -0.402 2.886 -0.4 0.3 0.1 0.3542
N -7.771 7.702 -0.693 -4.2 1.8 2.0 -0.3645
C -6.060 -2.799 -1.772 -0.1 -0.8 0.1 -0.7443
C 1.116 7.824 -1.425 -2.1 1.5 2.0 0.6233
H -2.454 2.768 -0.745 0.3 0.0 -0.1 0.2183
O -4.950 -3.026 -2.593 1.4 -0.5 -0.3 -0.3113
H 7.889 1.769 3.126 0.0 0.1 0.0 0.2193
H 3.929 1.501 4.441 -0.3 -0.2 -0.9 0.3924
H 2.505 -2.891 -3.520 -0.5 -0.3 -0.1 0.3387
C -0.135 -6.104 3.580 -0.4 -1.0 -1.6 -0.6372
H -0.075 -4.045 5.616 -0.1 -0.6 -0.3 0.3584
H -8.694 7.697 -1.104 -0.2 0.3 0.8 0.1471
C -1.038 1.764 0.171 0.2 -4.9 0.5 0.6603
O 4.668 3.418 4.433 -0.1 0.8 0.6 -0.2914
H -0.943 3.610 -0.611 -0.4 0.0 0.2 0.1400
H 0.355 9.231 -0.157 -0.1 -0.3 -0.2 0.1467
H 4.059 3.540 6.485 0.8 -0.1 0.0 0.3099
N 0.223 1.952 0.581 1.7 0.3 0.7 -0.3820
H 0.183 -6.603 2.665 -0.2 -0.3 -0.5 0.2948
N 0.169 8.496 -0.824 -4.0 2.3 1.7 -0.3891
H 7.254 3.229 3.530 -0.1 0.0 0.0 0.2286
C 3.841 -1.478 -4.139 2.8 0.6 1.3 0.4791
H -6.687 -3.684 -1.659 -0.2 -0.4 -0.3 0.3674
C 3.862 3.918 5.481 -0.9 0.1 -0.1 -0.7838
C 4.881 2.030 4.504 -0.4 0.0 0.3 -0.7381
N -7.434 6.206 -2.249 -2.0 -2.4 -2.3 -0.3529
H 6.862 -0.205 2.529 0.3 0.8 -0.1 0.3911
H -0.805 -8.631 3.664 0.1 0.1 -0.4 0.3076
H 4.371 -2.138 -2.198 0.4 -0.1 0.3 0.2966
H -5.716 -2.595 -0.758 0.1 0.4 0.3 0.4020
H 2.386 8.950 -0.415 0.7 -0.4 -0.3 0.1722
O -5.716 7.284 -1.342 1.1 -0.7 0.5 -0.6620
H 0.666 2.697 0.063 0.7 -0.4 0.8 0.1664
H 0.833 -4.681 1.452 -0.2 -0.2 0.2 0.2222
H 0.878 -3.062 4.583 -0.5 0.8 0.1 0.3372
H 2.811 3.660 5.356 -0.3 -0.3 -0.5 0.3162
C 4.932 -1.697 -3.022 -1.1 -0.9 -1.4 -1.3062
C 0.650 -4.814 3.577 0.0 -0.3 1.7 0.4017
C -7.569 -1.790 -3.671 0.4 -0.9 0.5 -1.4467
H -0.463 -8.993 5.294 0.7 0.7 0.4 0.2709
N -5.898 -0.517 -2.443 0.4 1.6 0.2 -0.7726
O 0.118 -7.039 4.619 0.4 0.5 1.0 -0.3293
H -5.065 -0.732 -2.972 -0.3 -0.6 -0.6 0.2886
C -6.911 7.034 -1.397 4.7 1.6 0.0 0.6583
C -6.824 -1.610 -2.318 -0.3 -0.2 -0.4 0.5318
H 5.625 2.101 2.464 -1.1 -0.1 0.0 0.1688
C -3.913 -3.894 -2.066 -1.2 0.3 -0.7 -0.7181
H 5.164 1.747 5.518 0.9 0.0 0.1 0.3657
H -0.872 -3.315 4.192 0.1 0.0 -0.1 0.3598
O -1.649 0.687 0.183 0.3 0.5 0.8 -0.6709
H -6.879 5.523 -2.746 -0.2 0.5 0.0 0.2169
C 4.031 -3.970 -6.323 -1.0 1.1 1.4 -0.6553
N 7.198 2.234 3.696 1.0 0.3 1.0 -0.7336